# 1
Entry from the Open Molecules 2025 dataset: a molecular structure, C34H68AsBN6PbSe2Si2 (ωB97M-V/def2-TZVPD).

Cartesian coordinates (Å):
H 1.1196 -2.3068 2.4398
H 2.6786 -0.0339 -3.0977
C -0.6506 -4.8973 -3.5824
As -0.0319 -3.7688 -0.3921
H -1.8902 -1.7110 1.0352
H -1.8693 -6.2585 -0.6979
C 0.2643 4.6829 0.2797
H -3.1064 -2.6191 1.9010
H -2.8150 -1.0365 5.2114
C 1.7598 1.4684 5.0920
H 2.5189 2.3642 2.7464
H 2.4737 -6.1787 -1.4800
H -1.8256 -2.4338 4.7595
H 2.4397 -3.6260 -1.7737
H -1.3626 -7.4831 -1.8549
C 2.2319 -0.9628 -2.7378
H -1.7390 -4.8274 -3.4993
N 0.0907 2.4617 0.2059
H 4.9705 -1.0986 -2.5303
H -1.5695 4.5255 -3.4093
H -4.1139 0.2842 -3.2842
C 4.4390 -1.9623 -2.1272
C -1.3174 0.2549 -4.8931
H -0.4174 -5.5773 -4.4092
C 2.3337 -5.9209 1.2930
H -0.2690 -3.9062 -3.8414
H 0.0102 3.8037 -3.0471
H -1.3965 -2.8882 2.2671
H 1.7632 -7.1712 -2.7540
C 2.0538 4.8738 2.1359
H -2.0577 1.0165 -4.6608
H -3.0297 4.0924 0.0193
H 2.7804 1.1382 4.8922
C 3.0646 -1.5429 -1.5916
H -1.5015 -0.1728 -5.8741
H -1.1782 1.7049 -2.2462
H -3.3022 0.8002 3.4496
H 4.7345 1.5139 2.9547
C -1.9601 2.3419 -1.8185
H 2.1802 -1.6661 -3.5735
N 1.0235 2.8096 1.1533
H 5.9528 1.4727 1.6757
H 1.3491 -2.5452 -0.7714
H 3.0964 4.6118 1.9519
H -4.2837 -0.4926 2.7400
C -0.9924 -6.7473 -1.1338
H 1.7358 2.5542 4.9935
C -0.3105 0.0282 4.5002
H 1.2107 -0.7482 -2.4182
H -0.3234 0.6965 -4.8695
H 0.1152 5.7311 0.0726
C -0.5095 -5.4415 2.3740
H -0.4668 -7.2812 -0.3382
H -2.4301 1.8198 -0.9796
C 0.7812 0.8133 4.1717
H 5.0563 -2.4172 -1.3493
H 1.7446 -3.4889 3.5977
H -0.4185 5.3841 -2.3800
C -2.6131 -1.7579 4.4170
C -5.3450 0.4016 -0.5720
H 1.9401 5.9449 1.9889
H -3.4508 -1.6779 -4.7560
C -0.9073 -0.3337 3.2948
H 2.9177 -3.1557 -0.1264
N 2.6861 0.8988 1.0684
Si 1.0044 -4.6704 1.5955
H 3.1239 -5.5470 0.6382
C 4.0265 0.8728 1.0275
H -3.3679 4.6427 -1.6341
H 4.3151 -2.6873 -2.9341
C -0.8102 4.3976 -2.6336
H -2.7254 2.4679 -2.5887
C 1.1338 4.1491 1.2070
H 2.7272 -3.0142 2.2159
C -2.5908 4.5519 -0.8707
C 4.9132 1.7052 1.8968
N 0.8268 0.9140 2.8334
H -5.1765 1.3712 -1.0356
H 5.4092 -0.2847 -0.2308
H -3.2706 -2.6743 -3.3120
H -0.6256 -0.2308 5.4982
H -3.5234 -2.3398 4.2627
H -5.3597 0.5086 0.5098
C -4.1876 -0.7524 -2.9546
C -3.2183 -1.6556 -3.6927
C 3.2115 -0.5338 -0.4769
Pb -0.2493 0.1556 -0.0751
H -0.8350 -4.8748 3.2489
C -2.2192 -1.0655 3.1089
H 2.3055 -5.5341 -3.1256
Si 0.1123 -5.5484 -2.0299
H -0.2691 -6.4595 2.6926
H -2.2630 5.5579 -0.6044
H 1.5127 1.2130 6.1200
H 1.8312 4.6446 3.1786
H 2.7946 -6.1541 2.2591
C -0.3726 3.6028 -0.3304
H -1.3649 -5.5079 1.6962
C -3.2937 -0.0275 2.7376
Se -3.8903 -0.8059 -1.0251
H 1.9438 -6.8524 0.8773
C -2.1372 -2.1274 2.0110
H -5.2079 -1.0977 -3.1193
C -1.4263 3.7064 -1.4087
N -0.2061 0.2023 2.2821
H -3.1074 0.3842 1.7391
C 4.3984 -0.0360 0.0494
Se -1.3409 -1.1473 -3.5469
B 1.8020 1.7783 1.9971
C 2.4257 -2.8237 -1.0374
N 2.1670 0.0303 0.1513
H -6.2887 -0.0195 -0.9061
C 1.8301 -6.1514 -2.3583
C 1.7033 -3.2263 2.5346
H 4.7580 2.7700 1.7199

Output
Largest force on an atom (hartree/bohr): 0.0082
Highest occupied orbital energy (eV): -12.68
Net charge: +2
DFT total energy (Eh): -9499.87370


# 2
Entry from the Open Molecules 2025 dataset: 4 unconnected molecules or ions with the total composition C34H68ClN3O8PS (ωB97M-V/def2-TZVPD).

Cartesian coordinates (Å):
H 0.1230 2.2497 -9.4545
H 0.3290 -2.3744 2.2093
O 1.0064 3.7465 -0.3909
H -3.8899 4.6977 -3.7794
C 1.2525 -4.8016 9.6784
C 1.6866 2.8161 -5.4904
H 1.8564 1.4994 2.1525
C -0.2671 2.7071 -8.5448
H 3.9476 0.7345 1.5322
S 3.9111 -0.4739 0.9718
H 1.2902 -3.8615 7.7504
O -1.4401 3.1356 -0.9128
C 1.3731 -2.6006 -2.1245
H 2.8565 -1.7729 2.8767
P 0.1072 2.7428 -0.9703
H 1.1867 -5.8162 9.2851
H -1.7204 3.4347 -0.0398
C -2.8487 4.7244 -3.4569
C -0.9767 -3.8386 -1.2587
C -3.2299 2.4616 -5.3859
H 0.3503 3.5758 -8.3121
Cl 3.1430 0.1989 4.0819
H 2.7329 -2.2563 -3.7257
H -3.7803 -0.8984 0.1170
C -1.6039 -4.0216 9.2960
H 3.5261 -2.4531 -2.1908
H 2.2601 2.6797 -7.5698
C 2.6705 1.1694 -1.1054
H -2.5948 1.0117 0.2756
C -0.8902 0.2375 -0.8985
N -3.0963 -0.8554 -0.6251
C 1.4651 -1.7871 4.4750
H -4.5149 2.7520 -7.0803
C 0.9634 0.9164 2.3055
C 2.0869 -0.6660 0.7411
H -2.7473 4.0886 -2.5788
H -1.9036 4.8716 -5.4042
H -0.6024 2.3483 -2.9844
H -2.5009 -2.7498 10.7756
H -0.9298 0.8583 -7.6764
H 0.8649 -2.6225 4.1204
H -0.7760 -2.4675 10.5796
N -0.9250 -0.9235 3.0666
C 0.0355 -1.3380 2.0863
H -4.0362 2.5912 -4.6552
C -2.3850 0.4340 -0.6255
C -2.3316 -1.0601 2.6475
C 1.9992 2.0130 -6.7405
H -0.7278 2.1544 -6.5105
H 2.5393 3.4371 -5.2141
H 3.4568 0.5195 -1.4789
C 1.0975 -2.6856 -0.7550
H -1.4374 -4.8465 9.9962
C 3.3684 2.3927 -0.5439
H 1.3082 -0.9407 6.4740
C 2.1714 -1.0648 3.3241
H -0.8234 -1.4897 3.8922
H 0.5112 0.0469 5.2697
C -1.6956 -2.7029 10.0430
H -3.1223 1.3896 -5.5531
C -0.0929 1.3913 1.3296
H 0.8142 -2.7811 9.0528
C 2.6486 -2.0189 -2.6687
H 2.3072 -2.2782 4.9632
H 1.3046 -0.3454 -1.1801
C -3.5793 3.1526 -6.6908
C 0.7073 -3.8043 8.6721
C -0.2920 1.7011 -7.4075
H 3.2053 3.5903 0.8771
H -2.5460 -4.2250 8.7877
H -0.2092 -1.4574 5.8058
H -1.8707 -4.3405 -0.9195
H -2.8107 1.0192 -1.4390
O -0.6280 -4.0416 8.2648
C -1.8632 4.2450 -4.5076
H 0.6090 1.0962 3.3122
H -0.7274 0.4250 -1.9597
H 0.6566 -3.0268 -4.0838
O 0.9691 1.1168 -7.1189
H 2.6969 -0.9380 -2.5752
H -2.4605 -1.6283 -0.4732
H -1.4395 -4.0657 -3.3360
H -2.4752 -1.8435 1.9042
H -2.9228 -1.3385 3.5155
H -0.2602 -3.5161 0.6946
H 3.0868 -2.3151 -0.1858
H -1.9037 -1.8837 9.3529
H 1.4656 2.1446 -4.6622
O -1.9864 2.8676 -4.8325
H -1.0820 1.0643 1.6255
C 0.4431 -3.0969 -3.0267
O 3.1732 2.6257 0.7805
H 2.2973 -4.5778 9.8936
H -0.8494 4.3324 -4.1111
H 2.2087 1.5348 -2.0225
H 2.8674 1.3778 -6.5639
H -3.7081 4.2282 -6.5658
N 1.3182 -0.5223 2.1406
O 0.2379 2.5416 -2.5398
C 0.7342 -0.9763 5.5533
C -0.7330 -3.6936 -2.6096
O 4.0633 3.0813 -1.2340
C -0.0630 -3.3452 -0.3503
H -0.3684 -1.2402 1.0861
H -0.0718 2.4700 1.5039
H -0.6478 -0.8180 -0.7983
H 2.1014 -2.8211 1.1245
C 2.1054 -2.1610 0.2563
H -2.7962 2.9897 -7.4322
H -2.7272 -0.1179 2.2781
H -2.6128 5.7523 -3.1815
C 1.5727 0.3412 -0.3807
H -1.2782 3.0654 -8.7417
H 0.7078 -4.7701 10.6221
C 0.1968 1.0924 -0.1556
H 0.8273 3.4746 -5.6287

Output
Largest force on an atom (hartree/bohr): 0.0170
Highest occupied orbital energy (eV): -10.97
Net charge: +1
DFT total energy (Eh): -3302.01674